{
  "formula": "C21H47BNO12P",
  "method": "ωB97M-V/def2-TZVPD",
  "gap_ev": 9.615,
  "smiles": "CCOB(O)O[P@@](=O)(OO)OC[C@H](O)CN.C1CCOC1.C1CCOC1.C1CCOC1.C1CCOC1",
  "lumo_energy_ev": 0.5,
  "elements": ["C", "C", "O", "B", "O", "O", "P", "O", "O", "O", "O", "C", "C", "O", "C", "N", "H", "H", "H", "H", "H", "H", "H", "H", "H", "H", "H", "H", "H", "H", "H", "C", "C", "C", "O", "C", "H", "H", "H", "H", "H", "H", "H", "H", "C", "C", "C", "O", "C", "H", "H", "H", "H", "H", "H", "H", "H", "C", "C", "C", "O", "C", "H", "H", "H", "H", "H", "H", "H", "H", "C", "C", "C", "O", "C", "H", "H", "H", "H", "H", "H", "H", "H"],
  "positions_angstrom": [[-0.650, -4.078, 0.522], [-1.501, -4.171, -0.733], [-0.848, -3.621, -1.891], [-0.399, -2.346, -1.908], [0.561, -1.936, -2.797], [-0.922, -1.382, -0.985], [-2.335, -0.729, -0.950], [-2.911, -0.518, 0.392], [-2.167, 0.666, -1.798], [-1.329, 1.531, -0.995], [-3.133, -1.524, -2.045], [-4.551, -1.293, -2.186], [-5.364, -2.517, -1.795], [-4.953, -2.980, -0.516], [-5.306, -3.645, -2.829], [-3.979, -4.217, -2.983], [0.391, -4.341, 0.329], [-1.054, -4.785, 1.256], [-0.712, -3.089, 0.984], [-1.695, -5.218, -0.971], [-2.483, -3.714, -0.577], [1.387, -1.654, -2.368], [-1.974, 2.015, -0.464], [-4.846, -0.421, -1.600], [-4.737, -1.065, -3.240], [-6.408, -2.178, -1.757], [-5.719, -3.099, 0.034], [-5.720, -3.265, -3.774], [-5.984, -4.430, -2.477], [-3.417, -3.736, -3.667], [-3.997, -5.206, -3.172], [3.878, 1.776, -1.249], [2.447, 2.075, -0.794], [1.717, 0.804, -1.196], [2.687, -0.256, -1.093], [4.000, 0.289, -0.934], [4.636, 2.372, -0.743], [3.972, 1.944, -2.323], [2.419, 2.200, 0.292], [2.017, 2.964, -1.252], [1.366, 0.853, -2.230], [0.873, 0.569, -0.562], [4.324, 0.129, 0.099], [4.687, -0.236, -1.597], [1.220, 5.966, 0.265], [0.085, 5.291, 1.031], [0.787, 4.881, 2.319], [1.804, 5.857, 2.554], [1.977, 6.665, 1.385], [0.882, 6.653, -0.509], [1.857, 5.211, -0.202], [-0.706, 6.013, 1.243], [-0.357, 4.445, 0.505], [1.259, 3.897, 2.217], [0.118, 4.854, 3.179], [1.563, 7.658, 1.588], [3.043, 6.770, 1.173], [-3.230, -7.339, 1.580], [-4.612, -7.246, 0.933], [-4.262, -6.743, -0.462], [-2.971, -7.276, -0.766], [-2.380, -7.824, 0.411], [-3.190, -8.012, 2.435], [-2.901, -6.350, 1.906], [-5.068, -8.238, 0.880], [-5.300, -6.584, 1.457], [-4.209, -5.650, -0.493], [-4.970, -7.078, -1.224], [-2.392, -8.917, 0.340], [-1.340, -7.496, 0.470], [5.732, 6.405, 3.583], [6.556, 5.319, 2.891], [6.494, 5.773, 1.438], [6.407, 7.197, 1.464], [6.129, 7.644, 2.792], [5.937, 6.501, 4.648], [4.666, 6.200, 3.458], [7.586, 5.339, 3.253], [6.165, 4.313, 3.034], [5.603, 5.374, 0.939], [7.372, 5.484, 0.859], [7.032, 8.107, 3.204], [5.340, 8.396, 2.760]],
  "atomic_forces_ev_per_a": [[-0.3105, 0.0652, 0.2286], [-0.2698, -0.3188, 0.0058], [0.3180, 0.4098, 0.2624], [-0.0466, -0.0137, 0.0139], [0.1794, -0.2989, 0.3460], [0.0175, -0.4184, -0.2078], [0.0185, 0.5015, 1.1165], [0.3618, -0.1160, -1.1271], [0.1645, 0.2022, 0.3656], [-0.0268, -0.1189, -0.3234], [-0.4566, -0.0658, -0.0622], [-0.0191, 0.0568, -0.1383], [0.0067, -0.1987, -0.0020], [0.4103, 0.1259, -0.3872], [0.0485, -0.1656, -0.0461], [-0.1718, 0.1370, 0.2966], [-0.0388, -0.0002, -0.0251], [0.1140, 0.0341, -0.0537], [0.1776, -0.0714, -0.1400], [0.0814, 0.1191, -0.1287], [0.1136, 0.1307, -0.1211], [-0.2284, 0.2762, -0.1571], [-0.2498, -0.0807, 0.0787], [0.0383, -0.1087, 0.1227], [0.0952, 0.0014, 0.0748], [0.0271, 0.0433, -0.0451], [-0.3847, -0.0187, 0.3288], [-0.0768, 0.0166, 0.0594], [0.0641, 0.0664, -0.0471], [0.1103, -0.0609, -0.0073], [0.0359, -0.0196, -0.1383], [-0.0816, -0.0065, -0.0485], [0.1148, -0.0250, 0.0957], [0.2434, -0.0058, -0.0640], [-0.1731, -0.1348, -0.1268], [-0.0647, 0.0759, 0.0250], [-0.0103, 0.0147, 0.0250], [0.0067, -0.0087, -0.0081], [-0.0084, 0.0084, -0.0033], [0.0078, 0.0072, -0.0384], [-0.0484, 0.0513, -0.0398], [-0.0833, -0.0735, 0.1030], [0.0180, 0.0090, 0.0109], [-0.0199, -0.0230, -0.0201], [0.0286, -0.0936, -0.0145], [-0.0085, 0.0790, 0.0166], [0.0415, -0.0632, 0.0096], [0.0426, 0.0011, -0.0917], [-0.0459, 0.0510, 0.0734], [-0.0115, 0.0126, 0.0079], [0.0051, 0.0071, -0.0102], [-0.0055, -0.0054, 0.0093], [0.0322, -0.0161, -0.0166], [-0.0354, -0.0162, -0.0165], [0.0218, 0.0090, 0.0251], [0.0137, 0.0234, -0.0635], [0.0211, -0.0057, 0.0635], [-0.0121, 0.0458, -0.0253], [0.0373, -0.0700, -0.0109], [-0.0039, 0.1180, 0.0486], [-0.0170, -0.0381, -0.0611], [-0.0335, -0.0428, 0.0378], [-0.0124, -0.0116, -0.0003], [0.0046, 0.0108, -0.0067], [-0.0046, 0.0006, -0.0094], [0.0221, 0.0236, 0.0160], [-0.0272, 0.0049, -0.0054], [0.0250, -0.0267, -0.0184], [0.0094, 0.0017, 0.0263], [-0.0022, 0.0205, -0.0220], [-0.1135, -0.0790, -0.0450], [0.0659, 0.0786, 0.0213], [-0.0824, -0.0336, 0.0249], [-0.0285, 0.0378, -0.0388], [0.0679, -0.0475, 0.0639], [0.0279, -0.0019, 0.0016], [-0.0069, 0.0140, 0.0096], [0.0095, -0.0008, -0.0176], [-0.0349, 0.0051, 0.0013], [0.0111, -0.0351, 0.0082], [0.0076, 0.0233, -0.0120], [-0.0171, 0.0080, 0.0243], [0.0048, 0.0110, -0.0564]]
}

{
  "formula": "C7H11B",
  "method": "ωB97M-V/def2-TZVPD",
  "gap_ev": 8.059,
  "smiles": "C=CB=C(C)C.C#C",
  "e_above_lowest_kcal_mol": 85.9,
  "lumo_energy_ev": 0.5,
  "elements": ["C", "C", "B", "C", "C", "C", "H", "H", "H", "H", "H", "H", "H", "H", "H", "C", "C", "H", "H"],
  "positions_angstrom": [[-3.211, -0.047, 0.337], [-2.374, -0.015, -0.689], [-0.776, 0.214, -0.512], [0.504, 0.771, -0.213], [1.757, 0.700, -1.051], [0.683, 1.385, 1.107], [-4.279, -0.033, 0.205], [-2.907, 0.223, 1.306], [-2.819, -0.289, -1.744], [1.423, 0.652, -2.186], [2.387, -0.259, -0.828], [2.356, 1.649, -0.991], [-0.199, 1.528, 1.579], [1.439, 0.939, 1.841], [1.049, 2.327, 0.799], [1.839, -2.488, 0.344], [0.621, -2.346, 0.141], [2.871, -2.447, 0.366], [-0.365, -2.464, 0.188]],
  "atomic_forces_ev_per_a": [[-0.5214, 0.8817, -0.6382], [1.6447, -1.1204, -2.1465], [-0.9547, 0.9484, 0.0313], [-0.9169, -2.1232, -1.3927], [-0.2128, -0.8000, -2.4170], [2.9277, -0.7035, 0.2156], [-0.2760, -0.4770, -0.1987], [0.5466, 0.0133, 1.2658], [1.0885, 0.8026, 2.0068], [0.9249, -0.1661, 2.0864], [-0.9480, 1.8648, -0.2945], [-0.3530, -0.9870, 0.2694], [-2.7963, 0.4610, 1.8397], [-0.8887, 0.1786, -1.1698], [0.6453, 1.5845, 0.4342], [-5.2120, 0.6984, -1.0978], [7.3759, -0.7959, 1.1146], [1.3575, -0.0645, 0.1505], [-3.4312, -0.1957, -0.0593]]
}

{
  "formula": "C2H6N5",
  "method": "ωB97M-V/def2-TZVPD",
  "gap_ev": [8.695, 8.694],
  "total_charge": 1,
  "smiles": "[H]/N=C(\\N)CN=[N+]=N",
  "e_above_lowest_kcal_mol": 94.9,
  "lumo_energy_ev": [-5.6, -5.6],
  "elements": ["H", "N", "C", "N", "C", "N", "N", "N", "H", "H", "H", "H", "H"],
  "positions_angstrom": [[1.336, -0.868, 1.446], [0.610, -0.802, 0.743], [0.070, 0.349, 0.531], [0.347, 1.444, 1.241], [-0.965, 0.526, -0.570], [-0.768, -0.296, -1.756], [-0.096, -1.265, -1.694], [0.742, -1.839, -1.088], [-0.176, 2.297, 1.131], [1.030, 1.419, 1.985], [-1.966, 0.297, -0.187], [-0.967, 1.563, -0.922], [0.802, -2.825, -0.861]],
  "atomic_forces_ev_per_a": [[0.0788, 0.1430, 0.0440], [-0.3616, -0.7483, -0.6122], [0.0639, 0.2404, 0.2409], [0.0789, 0.3284, 0.1131], [0.0828, 0.2758, 1.1650], [-0.8096, 0.4216, -1.3966], [-0.1617, -0.6865, -0.0061], [1.6569, 0.5098, 0.4785], [0.0082, -0.0169, -0.0362], [-0.0913, -0.0003, -0.0627], [0.1600, 0.0194, -0.0748], [-0.0037, -0.2364, 0.0141], [-0.7017, -0.2500, 0.1330]]
}

{
  "formula": "C4H13NO3",
  "method": "ωB97M-V/def2-TZVPD",
  "gap_ev": 6.315,
  "e_above_lowest_kcal_mol": 153.1,
  "lumo_energy_ev": -1.4,
  "elements": ["C", "N", "C", "C", "C", "O", "H", "H", "H", "H", "H", "H", "H", "H", "H", "H", "H", "O", "H", "H", "O"],
  "positions_angstrom": [[-0.102, -1.065, 0.773], [0.148, 0.298, 0.219], [0.751, 1.143, 1.158], [-1.056, 0.958, -0.161], [-2.224, 0.272, -0.586], [-3.361, 0.717, -0.595], [0.010, -1.790, -0.021], [0.562, -1.272, 1.602], [-1.132, -1.108, 1.112], [1.592, 0.646, 1.643], [-0.155, 1.380, 1.991], [0.956, 2.099, 0.687], [-1.059, 2.040, -0.230], [-0.834, 1.253, 2.611], [-2.012, -0.778, -0.868], [-0.209, -0.675, -3.255], [-0.037, -0.049, -1.821], [0.245, -0.763, -2.412], [3.390, -1.453, -0.681], [1.841, -0.962, -0.795], [2.685, -0.893, -0.371]],
  "atomic_forces_ev_per_a": [[-0.0302, -0.0070, -0.5573], [-3.4864, 2.1854, 2.9513], [3.0448, -1.5592, -2.2239], [0.5150, -0.2390, -0.6635], [-0.0308, -0.8800, 0.0628], [0.2461, 0.2090, -0.3200], [0.1425, -0.3032, -0.0449], [0.2938, 0.0499, -0.1349], [0.0101, 0.0181, 0.2617], [0.0768, 0.3997, 0.0084], [-0.7196, -0.1600, 1.1443], [0.0048, 0.3673, 0.5909], [0.2649, -0.0673, 0.2791], [-0.3143, 0.2325, -0.7515], [-0.4203, -0.1362, -0.0482], [-0.0470, 0.1800, 0.1589], [-0.1160, 0.0327, -0.6643], [0.2915, -0.2739, 0.1513], [-0.3915, -0.4283, -0.6657], [-0.0488, -0.6397, -1.1231], [0.7147, 1.0191, 1.5888]]
}

{
  "formula": "C4H29NO12",
  "method": "ωB97M-V/def2-TZVPD",
  "gap_ev": 9.602,
  "smiles": "NCCCC(=O)O.O.O.O.O.O.O.O.O.O.O",
  "e_above_lowest_kcal_mol": 101.0,
  "lumo_energy_ev": 0.0,
  "elements": ["N", "C", "C", "C", "C", "O", "O", "H", "H", "H", "H", "H", "H", "H", "H", "H", "O", "H", "H", "O", "H", "H", "O", "H", "H", "O", "H", "H", "O", "H", "H", "O", "H", "H", "O", "H", "H", "O", "H", "H", "O", "H", "H", "O", "H", "H"],
  "positions_angstrom": [[0.658, 2.742, 1.152], [1.954, 2.824, 0.457], [3.159, 1.887, 0.827], [2.769, 0.408, 0.946], [3.053, -0.270, -0.276], [3.962, -0.049, -1.085], [2.120, -1.219, -0.617], [0.607, 3.257, 2.063], [0.310, 1.790, 1.274], [1.801, 2.673, -0.682], [2.355, 3.806, 0.542], [3.873, 1.906, 0.008], [3.490, 2.091, 1.815], [3.253, -0.019, 1.922], [1.839, -0.063, 1.417], [2.355, -1.783, -1.508], [-3.332, -1.566, -1.312], [-3.584, -2.386, -1.758], [-3.366, -1.968, -0.424], [-1.176, 1.686, 3.318], [-1.734, 2.214, 2.777], [-0.330, 1.512, 2.870], [-1.584, -0.911, 3.563], [-0.908, -1.299, 2.983], [-1.252, 0.051, 3.394], [-0.858, 0.498, -4.257], [-0.006, 0.825, -4.335], [-1.544, 1.016, -3.861], [1.952, -2.691, 3.002], [1.311, -3.414, 2.606], [2.127, -2.324, 2.099], [-0.274, -1.992, -3.449], [-1.080, -1.508, -3.243], [0.124, -1.629, -4.260], [-3.104, -1.726, 1.615], [-3.346, -2.035, 2.497], [-2.518, -1.002, 1.862], [-2.874, 1.047, -2.849], [-3.216, 0.239, -3.128], [-2.359, 0.728, -2.115], [-2.070, 1.069, 0.455], [-1.504, 0.576, -0.192], [-2.893, 1.178, -0.019], [-0.635, -0.518, -1.164], [-1.273, -1.165, -0.982], [0.179, -0.914, -1.472]],
  "atomic_forces_ev_per_a": [[0.7177, 0.3537, 0.9131], [0.0640, -1.2635, -1.7106], [-2.8445, -0.5379, 0.2138], [-0.5564, -1.2536, 4.2902], [1.9424, -2.0864, -4.7148], [-1.4957, -0.0346, 1.9456], [0.3382, -2.0838, -1.9832], [0.3751, -0.7422, -1.2819], [0.2234, 0.4341, -0.4871], [-0.1453, 0.1835, 1.7107], [-0.0393, 1.0053, 0.1316], [0.4560, 0.4228, 0.4928], [0.9384, 0.9981, 0.5441], [0.7774, 0.3647, -2.1925], [-0.2388, 1.8197, -1.3808], [-0.2188, 2.4335, 3.1261], [-0.0705, -1.3095, 0.3090], [0.0148, 0.3231, -0.8652], [0.1063, 1.0142, 0.7729], [1.4813, -0.7412, 1.2781], [-0.5227, 0.4976, -1.2424], [-0.6257, 0.7605, 0.0714], [1.9984, 1.8947, -0.9854], [-0.2122, -0.9116, 0.4424], [-1.7796, -1.3962, 1.1599], [-1.1059, -2.5770, -1.3302], [1.9226, 1.6180, 0.1144], [-0.2951, 1.2949, 0.5880], [-2.0858, -1.7951, -3.1540], [1.6349, 1.6510, 1.8969], [0.4111, 0.1564, 1.1216], [0.8057, -1.0148, -0.0803], [0.3958, 0.4328, -0.5580], [-0.8609, 0.0418, 0.6200], [-0.3849, -0.4058, -0.3691], [-0.0737, -0.1519, -0.1911], [-0.0564, 0.3057, -0.1285], [0.2170, 2.1338, 0.7003], [-1.4944, -2.1581, -1.0928], [0.6843, 0.1273, 0.7651], [0.5409, -0.4810, -0.4045], [-0.0873, 0.5793, 0.7763], [-0.4871, 0.1409, 0.0515], [0.8920, 2.1361, 0.0252], [-1.3442, -1.9307, 0.1673], [0.0878, -0.2487, -0.0760]]
}

{
  "formula": "C4H8Cl2O3",
  "method": "ωB97M-V/def2-TZVPD",
  "gap_ev": 9.407,
  "e_above_lowest_kcal_mol": 63.2,
  "lumo_energy_ev": 0.5,
  "elements": ["C", "C", "C", "C", "O", "O", "O", "Cl", "Cl", "H", "H", "H", "H", "H", "H", "H", "H"],
  "positions_angstrom": [[0.641, 2.066, 0.991], [1.453, 0.878, 0.570], [-1.983, -1.407, -0.057], [0.785, -1.430, 0.413], [-1.990, -0.268, -0.429], [-1.953, -2.473, -0.855], [0.543, -0.196, 0.598], [2.272, -1.864, -0.269], [-0.264, -0.159, -2.728], [0.117, 2.509, 0.129], [-0.242, 1.669, 1.588], [1.328, 2.724, 1.598], [2.272, 0.507, 1.395], [2.092, 1.028, -0.315], [-2.028, -1.654, 0.994], [-1.153, 0.328, -1.866], [-1.891, -2.257, -1.755]],
  "atomic_forces_ev_per_a": [[-0.6564, 0.0233, 0.9790], [3.4226, -0.3114, 2.4253], [-0.0528, -0.3489, -0.4464], [-1.9214, -0.9547, 0.3059], [-0.5217, 0.8560, -0.0617], [-0.3400, -0.8641, 2.6165], [-0.0047, -0.8043, -0.6484], [1.3803, 0.2814, -0.3533], [-0.2452, 0.4793, 0.0667], [0.7254, 0.3716, 0.2600], [1.3834, 0.6525, -0.1626], [-1.2490, -0.1642, -0.8322], [-1.7947, 1.4131, -1.6543], [-0.8783, -0.4351, -0.1759], [-0.0152, -0.4919, 0.2479], [0.5382, -0.6123, -0.4546], [0.2293, 0.9096, -2.1117]]
}

| no. | total energy (eV) |
| --- | --- |
| 1 | -58566.735 |
| 2 | -8107.537 |
| 3 | -9610.901 |
| 4 | -11985.834 |
| 5 | -30677.126 |
| 6 | -35462.197 |